{"formula": "C4H6O2", "method": "wB97M-V/def2-TZVPD", "elements": ["C", "C", "O", "C", "C", "O", "H", "H", "H", "H", "H", "H"], "xyz": [[-1.0531, 0.1722, 1.5617], [-0.6743, -0.2063, 0.2282], [-1.2923, -1.3118, -0.1168], [0.8178, -0.1525, -0.1439], [0.9992, 0.1366, -1.6182], [0.1980, 0.7531, -2.2762], [-1.0714, 0.7684, -0.2723], [-0.3821, 0.4485, 2.3780], [-2.1080, 0.0596, 1.7941], [1.3273, 0.6516, 0.4100], [1.2902, -1.1029, 0.1231], [1.9486, -0.2166, -2.0679]], "homo_ev": [-8.862, -8.874], "homo_lumo_gap_ev": [6.99, 7.02], "e_lumo_ha": [-0.069, -0.068], "total_energy_ha": -306.315296}